1.
DFT (the ωB97M-V functional and the def2-TZVPD basis) results for C28H33FNO9P3S2Se2Ta as an isolated structure.

Each line ends with the Mulliken charge.
Positions of all 80 atoms, in Å:
Ta (-0.69819, 0.56364, -0.08171)  -0.192
O (-1.61162, -0.19484, -1.79197)  0.182
N (-2.70298, -0.94165, -1.86569)  0.437
C (-3.00188, -1.48990, -3.06085)  -0.297
C (-4.14647, -2.22525, -3.19912)  -0.853
C (-4.98369, -2.39338, -2.09288)  -0.341
C (-4.64446, -1.83326, -0.88463)  -0.890
C (-3.46735, -1.09233, -0.76917)  0.621
S (-2.88218, -0.33921, 0.64979)  -0.530
H (-2.28737, -1.29393, -3.84523)  0.532
H (-4.38426, -2.66232, -4.15692)  0.471
H (-5.89568, -2.96627, -2.18846)  0.433
H (-5.26732, -1.94455, -0.00923)  0.519
C (1.28030, 1.32270, 4.17571)  -1.695
C (0.94745, 2.40147, 3.15377)  1.081
O (1.49792, 3.67126, 3.51451)  -0.603
P (1.75567, 2.07389, 1.57108)  -0.546
O (3.28670, 1.80337, 1.81409)  -0.328
O (1.57645, 3.38590, 0.72474)  -0.561
O (1.21437, 0.86474, 0.87163)  0.412
P (-0.90518, 2.46983, 2.82568)  1.112
O (-1.11090, 4.04137, 2.56679)  -0.562
O (-1.66509, 1.98568, 3.98618)  -0.845
O (-1.12488, 1.84489, 1.44222)  0.445
H (2.35132, 1.31455, 4.37676)  0.413
H (0.97323, 0.35119, 3.79403)  0.227
H (0.72937, 1.52171, 5.09536)  0.420
H (1.08811, 3.97882, 4.33243)  0.448
H (3.76355, 2.49665, 2.28894)  0.381
H (1.42812, 4.17561, 1.27052)  0.441
H (-1.72501, 4.41860, 3.20896)  0.365
Se (1.16352, 0.80506, -2.10392)  -0.357
P (1.98203, -1.11350, -1.54609)  1.113
Se (0.42342, -2.01932, -0.33205)  -0.462
C (3.52951, -0.94800, -0.62096)  0.333
C (4.57705, -0.26145, -1.23518)  -0.631
C (5.78432, -0.11901, -0.57359)  -0.657
C (5.94810, -0.66118, 0.69644)  -0.515
C (4.90549, -1.34025, 1.30600)  -0.534
C (3.68962, -1.48273, 0.64901)  -0.063
C (2.41907, -2.12056, -2.97442)  0.807
C (3.08065, -3.32720, -2.74522)  -0.479
C (3.42013, -4.13437, -3.81645)  -0.730
C (3.10956, -3.73506, -5.11153)  -0.454
C (2.45662, -2.53342, -5.33716)  -0.670
C (2.10308, -1.72140, -4.26749)  -0.464
H (4.44188, 0.15999, -2.22484)  0.383
H (6.59902, 0.41071, -1.04929)  0.435
H (6.89516, -0.55405, 1.20933)  0.426
H (5.03761, -1.76200, 2.29405)  0.427
H (2.86163, -1.99945, 1.11766)  0.205
H (3.33091, -3.62610, -1.73369)  0.366
H (3.93261, -5.07185, -3.64634)  0.408
H (3.38263, -4.36468, -5.94807)  0.398
H (2.22294, -2.22507, -6.34761)  0.414
H (1.58726, -0.78372, -4.42969)  0.288
C (-2.02112, -1.37550, 4.16181)  -0.905
S (-1.03308, -1.85830, 2.75366)  0.463
C (0.32196, -2.62450, 3.62204)  -0.866
O (-0.46036, -0.55639, 2.22760)  -0.310
H (-2.28742, -2.25753, 4.74241)  0.516
H (-2.91256, -0.88848, 3.77210)  0.261
H (-1.45214, -0.65294, 4.74661)  0.213
H (-0.04375, -3.54403, 4.07876)  0.474
H (0.71074, -1.94113, 4.37580)  0.298
H (1.08050, -2.85522, 2.87636)  0.166
F (-6.77867, 2.76864, -0.98846)  -0.355
C (-5.43411, 2.72646, -1.05015)  0.371
C (-4.69500, 3.32679, -0.05038)  -0.827
C (-3.31196, 3.25989, -0.11474)  -0.287
C (-2.66364, 2.59501, -1.15537)  0.270
C (-1.16512, 2.42769, -1.19623)  -1.748
C (-3.44963, 2.05147, -2.17240)  -0.218
C (-4.83439, 2.10573, -2.12708)  -0.762
H (-5.20242, 3.83689, 0.75735)  0.473
H (-2.72142, 3.73093, 0.65821)  0.528
H (-0.66350, 3.25678, -0.69278)  0.674
H (-0.84300, 2.41773, -2.23585)  0.959
H (-2.96485, 1.57957, -3.01882)  0.427
H (-5.44690, 1.69011, -2.91665)  0.505

Energy above the lowest of the compared OMol25 structures with the same formula, charge and spin = 0.0 kcal/mol
E_tot = -233991.592 eV
Frontier orbital gap = 7.45 eV
Charge = +1
Multiplicity = 1
E_HOMO = -10.3 eV
Molar mass = 1042.49 Da

***

2.
DFT (the ωB97M-V functional and the def2-TZVPD basis) results for C28H33GaO6Te as an isolated structure at a distorted geometry.

Each line ends with the Mulliken charge.
Positions of all 69 atoms, in Å:
Ga (-1.76252, -9.54152, -13.49889)  0.211
O (-0.22645, -13.02534, -12.30988)  -0.653
C (-0.71918, -11.91430, -12.20811)  -0.014
O (-0.41155, -10.87274, -13.07591)  -0.253
C (-1.78165, -11.52146, -11.16428)  -0.265
C (-1.41617, -10.17784, -10.51353)  0.077
C (-2.09249, -9.94871, -9.16002)  -0.879
C (-3.55012, -9.76044, -9.52363)  -0.922
C (-3.54762, -9.89655, -11.03655)  -0.381
O (-2.23008, -9.22390, -11.42770)  -0.026
C (-3.31922, -11.33909, -11.53611)  0.199
C (-3.77793, -11.36775, -13.01337)  -0.129
O (-4.33452, -12.30216, -13.54690)  -0.646
O (-3.51856, -10.20500, -13.65735)  -0.443
H (-1.72334, -12.27724, -10.39490)  0.865
H (-0.34110, -10.01097, -10.40864)  0.366
H (-1.59374, -9.16586, -8.56236)  0.355
H (-1.94530, -10.90412, -8.61235)  0.382
H (-4.03901, -8.85361, -9.14215)  0.344
H (-4.21261, -10.60636, -9.17537)  0.356
H (-4.37443, -9.37446, -11.53027)  0.702
H (-3.92788, -12.07194, -10.96437)  0.666
C (-2.48911, -8.82955, -17.50130)  -0.911
Te (-1.25862, -10.33632, -16.45712)  0.099
C (-3.07911, -11.49549, -16.97999)  -0.849
C (-3.90645, -10.85071, -18.08759)  0.442
C (-4.92485, -11.52978, -18.80957)  -0.601
C (-5.56095, -10.83242, -19.85553)  -0.536
C (-5.22316, -9.51392, -20.10879)  -0.422
C (-4.28530, -8.79706, -19.38256)  -0.705
C (-3.57871, -9.47211, -18.35705)  0.524
H (-1.71747, -8.28697, -18.08138)  0.574
H (-2.88505, -8.11264, -16.73923)  0.284
H (-3.70149, -11.57976, -16.03124)  0.217
H (-2.81119, -12.52261, -17.23069)  0.565
H (-5.22803, -12.56990, -18.56378)  0.390
H (-6.27049, -11.31569, -20.50120)  0.412
H (-5.71480, -9.01004, -20.95508)  0.333
H (-4.11719, -7.74400, -19.56071)  0.453
C (2.31083, -9.31353, -14.82405)  -1.275
C (1.85557, -8.10692, -14.01538)  0.483
C (1.67177, -8.45133, -12.51222)  -1.426
C (0.76185, -7.24558, -14.63417)  0.134
C (1.11828, -6.51366, -15.78637)  -0.235
C (0.38911, -5.43279, -16.26925)  -1.513
C (-0.76513, -5.11919, -15.52156)  -0.292
C (-1.14909, -5.77098, -14.36575)  -0.461
C (-2.30768, -5.16525, -13.56920)  0.308
C (-2.35294, -5.51239, -12.05809)  -1.428
C (-3.68449, -5.45218, -14.25810)  -1.261
C (-0.52618, -6.99225, -14.06194)  0.703
O (-1.09508, -7.91241, -13.27326)  0.395
H (3.11577, -9.81836, -14.28473)  0.431
H (2.70879, -8.99054, -15.83276)  0.315
H (1.51913, -10.09405, -14.98297)  0.079
H (2.71966, -7.43669, -14.08227)  0.535
H (1.04382, -9.34864, -12.37162)  0.014
H (1.32738, -7.64124, -11.84819)  0.280
H (2.67727, -8.69308, -12.15088)  0.600
H (1.99698, -6.86068, -16.29819)  0.373
H (0.57947, -4.88910, -17.17131)  0.404
H (-1.41640, -4.32091, -15.86028)  0.424
H (-2.17119, -4.05040, -13.56236)  0.456
H (-2.66015, -6.53943, -11.86681)  0.047
H (-3.14543, -4.88582, -11.61241)  0.472
H (-1.41846, -5.27420, -11.50362)  0.338
H (-3.84233, -6.52641, -14.22188)  0.141
H (-3.76150, -5.08232, -15.27550)  0.328
H (-4.50025, -4.99648, -13.69241)  0.449

Energy above the lowest of the compared OMol25 structures with the same formula, charge and spin = 0.0 kcal/mol
E_tot = -101526.613 eV
Frontier orbital gap = 7.96 eV
Charge = 0
Multiplicity = 1
E_HOMO = -8.0 eV
Molar mass = 662.89 Da

***

3.
DFT (the ωB97M-V functional and the def2-TZVPD basis) results for C28H33N4OReS2SbSe4Te as an isolated structure.

Each line ends with the Mulliken charge.
Positions of all 75 atoms, in Å:
Re (2.22857, 1.49069, 2.23629)  0.686
C (0.52897, 1.52021, 7.74934)  -0.813
S (2.17186, 1.64242, 7.01532)  0.088
C (1.76175, 1.91245, 5.37484)  0.560
S (3.17689, 2.16907, 4.30420)  -0.376
N (0.56463, 1.95459, 4.91329)  -1.211
N (0.62055, 2.22217, 3.53875)  0.629
C (-0.25819, 3.03691, 3.09656)  -0.412
C (-0.12018, 3.42246, 1.70624)  0.793
C (-0.91979, 4.37878, 1.11183)  -0.966
C (-0.68801, 4.70768, -0.21600)  -0.453
C (0.33140, 4.05831, -0.88605)  -0.792
C (1.09969, 3.11365, -0.22260)  0.059
N (0.89572, 2.79869, 1.06230)  -0.003
H (0.69426, 1.24595, 8.78937)  0.366
H (-0.04980, 0.74851, 7.24973)  0.270
H (0.01785, 2.47739, 7.69360)  0.300
H (-1.01023, 3.45728, 3.75424)  0.503
H (-1.70465, 4.85253, 1.68392)  0.519
H (-1.29059, 5.45491, -0.71103)  0.494
H (0.55107, 4.27687, -1.92010)  0.504
H (1.90651, 2.57882, -0.70355)  0.239
Se (3.24611, -3.14135, 0.65996)  -0.278
Sb (2.38650, -2.69242, 2.76888)  0.416
Se (0.60654, -0.47458, 1.93606)  -0.916
Se (4.49338, 0.46633, 2.71226)  0.242
Se (4.57519, -1.51550, 3.86576)  -0.212
C (4.38483, 0.24787, -1.28816)  -1.118
C (4.00102, 0.45740, 0.13795)  1.047
O (4.86556, -0.07839, 0.99852)  -0.311
N (2.93646, 1.09290, 0.50080)  -0.167
Te (0.58199, -0.80013, -0.60666)  0.950
C (-0.20696, -2.70980, -0.94263)  1.465
C (0.52461, -3.50551, -1.83595)  0.370
C (1.80899, -3.14799, -2.53580)  -1.930
C (-0.00300, -4.75513, -2.15246)  -0.819
C (-1.19178, -5.21911, -1.61690)  0.527
C (-1.73268, -6.57016, -1.97472)  -1.588
C (-1.89060, -4.38673, -0.74556)  -0.744
C (-1.43390, -3.12561, -0.40393)  0.694
C (-2.30708, -2.27179, 0.46442)  -1.424
C (-0.98867, 0.39732, -1.43369)  1.152
C (-0.83017, 0.44725, -2.82771)  0.601
C (0.21611, -0.31381, -3.59845)  -1.734
C (-1.72979, 1.19915, -3.57408)  -1.034
C (-2.76654, 1.90387, -2.98721)  0.200
C (-3.72303, 2.71994, -3.80435)  -1.561
C (-2.89401, 1.82790, -1.60763)  -0.702
C (-2.03590, 1.08676, -0.80100)  0.898
C (-2.40385, 1.05059, 0.65524)  -1.478
H (5.36886, 0.68017, -1.47119)  0.439
H (3.65051, 0.70066, -1.94964)  0.170
H (4.46384, -0.82343, -1.48607)  0.238
H (2.26725, -2.21002, -2.22233)  -0.199
H (1.63623, -3.09073, -3.61105)  0.470
H (2.54689, -3.93117, -2.36774)  0.625
H (0.55009, -5.38474, -2.83801)  0.452
H (-1.01284, -7.15022, -2.54694)  0.375
H (-2.63901, -6.46842, -2.57322)  0.337
H (-1.99559, -7.13329, -1.08013)  0.387
H (-2.82761, -4.72915, -0.32508)  0.499
H (-2.95328, -2.89505, 1.07883)  0.559
H (-2.94797, -1.63995, -0.15498)  0.249
H (-1.74929, -1.62149, 1.13830)  0.083
H (1.21257, -0.30787, -3.14674)  0.137
H (0.33585, 0.12529, -4.58668)  0.565
H (-0.08140, -1.35609, -3.72706)  0.272
H (-1.60874, 1.22646, -4.64927)  0.438
H (-3.56447, 2.57272, -4.86963)  0.384
H (-3.60237, 3.78195, -3.58864)  0.323
H (-4.75433, 2.45648, -3.57335)  0.375
H (-3.71352, 2.34989, -1.12777)  0.507
H (-2.87829, 1.99105, 0.92766)  0.557
H (-1.56659, 0.88424, 1.32140)  -0.196
H (-3.13443, 0.26309, 0.84587)  0.424

Energy above the lowest of the compared OMol25 structures with the same formula, charge and spin = 11.8 kcal/mol
E_tot = -336582.494 eV
Frontier orbital gap (alpha / beta) = 5.69 / 5.61 eV
Charge = +2
Multiplicity = 2
Expectation value of S² = 0.763
E_HOMO (alpha / beta) = -12.8 / -12.8 eV
Molar mass = 1257.14 Da